# 1
Below is a 2-piece molecular cluster, C5H14N2O overall at a distorted geometry, with properties calculated with ωB97M-V with the def2-TZVPD basis set.

Each atom is followed by the atoms it is bonded to, with distances in Å.
Positions of all 22 atoms, in Å:
1 C 1.43953 0.86338 0.11354  C2 1.510, H8 1.117, H9 1.121, H10 1.115
2 C 0.12035 0.47920 -0.51270  C1 1.510, C3 1.360, C5 1.519
3 C 0.01417 -0.23212 -1.66709  C2 1.360, N4 1.447, H11 1.109
4 N 1.15754 -0.73248 -2.39971  C3 1.447, H12 0.992, H13 0.934
5 C -1.13822 0.93617 0.20447  C2 1.519, C6 1.528, H14 1.154, H15 1.121
6 C -1.35699 0.19648 1.52314  C5 1.528, N7 1.463, H16 1.120, H17 1.150
7 N -2.60667 0.64590 2.13659  C6 1.463, H18 1.076, H19 1.024
8 H 1.46146 0.51479 1.17457  C1 1.117
9 H 1.61695 1.96899 0.06008  C1 1.121
10 H 2.33848 0.44388 -0.39519  C1 1.115
11 H -0.96738 -0.54117 -2.07998  C3 1.109
12 H 0.94228 -1.00382 -3.32949  N4 0.992
13 H 1.87071 -0.13117 -2.35751  N4 0.934
14 H -2.05653 0.75592 -0.47161  C5 1.154
15 H -1.10015 2.04124 0.39030  C5 1.121
16 H -1.45196 -0.90776 1.36094  C6 1.120
17 H -0.46290 0.38249 2.22136  C6 1.150
18 H -2.73191 0.18485 3.10031  N7 1.076
19 H -2.55017 1.65204 2.31900  N7 1.024
20 O 2.20908 -2.57614 -0.42923  H21 0.944, H22 0.994
21 H 1.53513 -2.88855 0.15403  O20 0.944
22 H 1.71719 -2.05213 -1.11583  O20 0.994

* SMILES: C/C(=C\N)CCN.O

---

# 2
Below is a 2-piece molecular cluster, C5H14N2O overall at a distorted geometry, with properties calculated with ωB97M-V with the def2-TZVPD basis set.

Each atom is followed by the atoms it is bonded to, with distances in Å.
Positions of all 22 atoms, in Å:
1 C 1.68409 1.15300 -0.20294  C2 1.468, H8 1.073, H9 1.196, H10 1.110
2 C 0.28294 0.75535 -0.38750  C1 1.468, C3 1.337, C5 1.479
3 C 0.02513 -0.06719 -1.40892  C2 1.337, N4 1.401, H11 1.100
4 N 0.98191 -0.56360 -2.30457  C3 1.401, H12 1.021, H13 1.033
5 C -0.97864 1.06721 0.31877  C2 1.479, C6 1.516, H14 1.125, H15 1.128
6 C -1.23164 0.10012 1.45907  C5 1.516, N7 1.528, H16 1.097, H17 1.153
7 N -2.66843 0.32474 1.92821  C6 1.528, H18 1.054, H19 1.017
8 H 1.93710 1.08557 0.83779  C1 1.073
9 H 1.96448 2.23675 -0.62413  C1 1.196
10 H 2.39661 0.51268 -0.76377  C1 1.110
11 H -1.01261 -0.41921 -1.50431  C3 1.100
12 H 0.65502 -1.02130 -3.15662  N4 1.021
13 H 1.60811 0.20214 -2.60169  N4 1.033
14 H -1.71890 0.97459 -0.52369  C5 1.125
15 H -0.88395 2.16042 0.58215  C5 1.128
16 H -1.16702 -0.95277 1.15860  C6 1.097
17 H -0.58259 0.33422 2.38284  C6 1.153
18 H -3.17329 -0.58879 1.78184  N7 1.054
19 H -2.68282 0.45650 2.93639  N7 1.017
20 O 1.28905 -2.71398 0.28344  H21 0.971, H22 0.981
21 H 1.05102 -2.04227 -0.37680  O20 0.971
22 H 2.22444 -2.99417 0.18583  O20 0.981

* SMILES: C/C(=C\N)CCN.O

---

We obtain orbital gap values of 0.339; 0.325 Eh for the records listed above, in that order.
We obtain energy above the lowest of the compared OMol25 structures with the same formula, charge and spin values of 45.65; 63.86 kcal per mole for the records listed above, in that order.